Record 1
99
Properties=species:S:1:pos:R:3:lowdin_spin:R:1 method="wB97M-V/def2-TZVPD" charge=-1 gap_ev="1.7 / 6.5" homo_ev="0.21 / -4.58" s_squared=0.760 spin_multiplicity=2
C -1.96 -0.88 4.32 0.000
C -0.53 -1.05 3.77 0.000
O -0.40 -1.52 2.61 0.000
N 0.46 -0.66 4.57 0.000
C 1.90 -0.70 4.31 0.000
H -2.61 -0.59 3.49 0.000
H -2.00 -0.10 5.08 0.000
H -2.25 -1.81 4.82 0.000
H 0.15 -0.23 5.43 0.000
H 2.32 -1.07 5.24 0.000
H 2.34 0.29 4.17 0.000
H 2.23 -1.27 3.44 0.000
C -1.14 -5.03 3.03 0.000
C 0.17 -5.31 2.25 0.000
O 0.56 -6.48 2.02 0.000
N 0.86 -4.24 1.90 0.000
C 2.06 -4.12 1.15 0.000
H -1.28 -3.97 3.22 0.000
H -1.16 -5.43 4.04 0.000
H -2.03 -5.43 2.54 0.000
H 0.42 -3.36 2.13 0.000
H 2.65 -5.04 1.12 0.000
H 2.75 -3.38 1.56 0.000
H 1.86 -3.91 0.10 0.000
C 0.48 -0.57 -0.21 0.002
Cl 0.50 1.01 -0.99 0.007
Cl 1.34 -1.66 -1.31 0.001
H 0.95 -0.43 0.76 0.000
H -0.55 -0.89 -0.04 0.002
C 1.75 -4.27 -4.01 0.001
Cl 0.11 -4.37 -4.66 0.004
Cl 2.03 -5.30 -2.56 0.000
H 2.36 -4.59 -4.85 0.000
H 1.84 -3.20 -3.82 0.000
C 2.44 0.71 -3.80 0.000
Cl 4.07 1.22 -4.41 0.000
Cl 1.72 -0.48 -4.95 0.002
H 2.66 0.26 -2.83 0.000
H 1.76 1.53 -3.59 0.000
F -4.22 2.60 -0.43 -0.001
C -3.99 2.24 -1.69 0.049
C -5.05 1.64 -2.38 0.155
C -4.89 1.19 -3.68 0.186
C -3.69 1.41 -4.29 0.051
C -2.60 1.97 -3.64 0.205
C -2.71 2.31 -2.25 0.202
H -6.04 1.63 -1.96 0.012
H -5.71 0.73 -4.19 0.020
H -3.46 1.04 -5.28 -0.002
H -1.67 1.95 -4.19 0.020
H -1.88 2.69 -1.66 0.021
F -3.59 2.73 3.98 0.000
C -2.33 2.80 3.52 0.002
C -1.21 2.67 4.39 0.001
C 0.11 2.79 3.87 0.001
C 0.29 2.90 2.49 0.001
C -0.81 2.96 1.65 0.002
C -2.09 2.86 2.14 0.002
H -1.29 2.60 5.47 0.000
H 0.98 2.75 4.50 0.000
H 1.33 2.97 2.21 0.000
H -0.64 3.04 0.59 0.001
H -2.89 2.93 1.42 0.001
F 1.48 4.83 -0.43 0.001
C 1.88 4.74 -1.77 0.001
C 3.14 5.19 -2.14 0.001
C 3.54 5.06 -3.44 0.003
C 2.59 4.59 -4.37 0.001
C 1.34 4.19 -3.97 0.006
C 0.98 4.13 -2.62 0.003
H 3.85 5.52 -1.39 0.000
H 4.55 5.24 -3.76 0.000
H 2.93 4.47 -5.39 0.000
H 0.68 3.87 -4.77 0.006
H 0.07 3.71 -2.22 0.002
F -4.05 -4.54 2.25 0.000
C -4.27 -3.67 1.26 0.002
C -3.50 -2.49 1.18 0.001
C -3.88 -1.49 0.26 0.003
C -4.96 -1.77 -0.63 0.004
C -5.77 -2.92 -0.50 0.004
C -5.40 -3.85 0.50 0.000
H -2.63 -2.33 1.80 0.000
H -3.30 -0.59 0.10 0.003
H -5.16 -1.04 -1.40 0.004
H -6.61 -3.10 -1.15 0.001
H -6.10 -4.66 0.64 0.000
F 3.32 0.48 1.89 0.000
C 4.04 0.51 0.78 0.000
C 4.91 -0.50 0.51 0.000
C 5.75 -0.35 -0.64 0.000
C 5.69 0.83 -1.43 0.000
C 4.72 1.77 -1.18 0.000
C 3.91 1.63 -0.05 0.000
H 4.93 -1.34 1.19 0.000
H 6.44 -1.16 -0.83 0.000
H 6.37 0.95 -2.26 0.000
H 4.52 2.59 -1.85 0.000
H 3.24 2.44 0.19 0.000



Record 2
19
Properties=species:S:1:pos:R:3:lowdin_charge:R:1 method="wB97M-V/def2-TZVPD" charge=+1 gap_ev=10.8 de_lowest_kcal_mol=15.0 homo_ev=-13.85
N -0.07 -0.86 0.53 0.205
C 0.43 0.04 -0.57 -0.308
C 0.57 1.47 -0.08 -0.044
C -0.60 0.03 -1.72 -0.235
N -1.90 0.36 -1.19 0.003
H -1.04 -1.14 0.32 0.157
H -0.15 -0.29 1.37 0.134
H 0.60 -1.58 0.75 0.137
H 1.35 -0.32 -1.02 0.152
H -0.30 2.12 -0.05 0.083
H 1.30 2.05 -0.64 0.100
H 0.84 1.54 0.98 0.091
H -0.27 0.74 -2.48 0.126
H -0.64 -0.96 -2.18 0.126
H -2.02 1.30 -0.85 0.074
H -2.64 0.37 -1.90 0.095
H 0.96 -1.43 3.44 0.072
H 2.18 -2.01 2.68 0.072
O 1.42 -1.42 2.60 -0.038



Record 3
300
Properties=species:S:1:pos:R:3:lowdin_charge:R:1 method="wB97M-V/def2-TZVPD" gap_ev=6.9 de_lowest_kcal_mol=166.6 homo_ev=-6.51
C -7.61 2.06 -0.77 -0.051
C -6.61 1.57 -1.82 -0.404
C -5.22 2.11 -1.61 -0.229
O -5.24 3.49 -1.87 -0.169
C -4.00 4.12 -1.60 -0.080
N -6.62 0.09 -1.75 0.044
H -7.65 3.15 -0.74 0.074
H -7.19 1.82 0.22 0.070
H -8.59 1.63 -0.93 0.074
H -6.92 1.78 -2.85 0.140
H -4.51 1.64 -2.31 0.114
H -4.86 1.80 -0.62 0.099
H -4.11 5.21 -1.65 0.092
H -3.25 3.85 -2.34 0.083
H -3.71 3.87 -0.58 0.059
H -6.53 -0.22 -0.78 0.021
H -7.51 -0.27 -2.07 0.066
C 5.29 2.02 1.54 -0.087
C 5.90 1.08 0.54 -0.414
C 4.88 0.36 -0.33 -0.180
O 3.99 -0.43 0.44 -0.232
C 3.29 -1.38 -0.32 -0.085
N 6.83 1.88 -0.26 0.050
H 4.75 2.90 1.18 0.075
H 6.09 2.43 2.16 0.079
H 4.62 1.55 2.27 0.054
H 6.42 0.27 1.06 0.146
H 5.48 -0.28 -0.99 0.130
H 4.29 1.06 -0.93 0.116
H 2.56 -0.88 -0.96 0.082
H 2.71 -2.05 0.31 0.065
H 3.94 -2.07 -0.87 0.093
H 7.39 1.34 -0.91 0.072
H 6.25 2.49 -0.83 0.076
C -1.43 7.06 0.36 -0.155
C -1.66 6.57 1.79 -0.335
C -1.69 5.09 1.98 -0.191
O -2.90 4.58 1.46 -0.162
C -3.26 3.27 1.84 -0.099
N -0.62 7.20 2.66 0.040
H -1.51 8.15 0.35 0.142
H -2.27 6.67 -0.21 0.132
H -0.49 6.66 -0.03 -0.028
H -2.57 7.08 2.14 0.138
H -1.49 4.75 3.00 0.131
H -0.83 4.65 1.45 0.096
H -2.41 2.59 1.72 0.022
H -4.14 2.99 1.27 0.079
H -3.46 3.24 2.92 0.101
H -0.83 8.19 2.70 0.079
H -0.84 6.98 3.64 0.083
C -0.88 -0.59 7.82 -0.061
C -2.21 0.04 7.37 -0.429
C -3.11 -0.91 6.59 -0.228
O -2.62 -1.18 5.31 -0.187
C -3.55 -1.80 4.46 -0.117
N -2.85 0.56 8.58 0.036
H -1.14 -1.50 8.37 0.073
H -0.28 0.09 8.43 0.075
H -0.16 -0.81 7.02 0.073
H -1.97 0.85 6.68 0.132
H -4.12 -0.45 6.60 0.120
H -3.35 -1.85 7.11 0.132
H -3.84 -2.80 4.76 0.078
H -3.14 -1.85 3.45 0.056
H -4.46 -1.19 4.32 0.092
H -3.64 1.12 8.26 0.070
H -3.27 -0.20 9.12 0.074
C 2.60 -4.04 2.94 -0.063
C 2.74 -5.48 2.40 -0.410
C 2.13 -5.50 1.00 -0.192
O 0.82 -4.99 1.16 -0.222
C 0.18 -4.74 -0.06 -0.128
N 4.18 -5.74 2.35 0.028
H 1.57 -3.69 2.87 0.050
H 3.25 -3.34 2.42 0.069
H 2.85 -4.08 4.00 0.081
H 2.25 -6.21 3.04 0.134
H 2.10 -6.51 0.56 0.128
H 2.67 -4.90 0.25 0.120
H 0.68 -3.94 -0.61 0.073
H -0.88 -4.51 0.08 0.072
H 0.18 -5.62 -0.71 0.082
H 4.47 -6.00 3.29 0.072
H 4.32 -6.57 1.78 0.069
C -1.51 -3.56 -3.24 -0.049
C -2.14 -4.96 -3.33 -0.419
C -1.10 -5.94 -3.84 -0.231
O -0.79 -5.68 -5.19 -0.189
C 0.17 -6.56 -5.73 -0.096
N -2.58 -5.36 -2.02 0.039
H -2.32 -2.85 -3.06 0.077
H -1.01 -3.31 -4.18 0.073
H -0.80 -3.44 -2.42 0.048
H -2.95 -4.96 -4.06 0.142
H -1.44 -6.99 -3.85 0.123
H -0.22 -6.05 -3.19 0.114
H -0.16 -7.59 -5.61 0.087
H 1.10 -6.44 -5.17 0.075
H 0.35 -6.35 -6.78 0.092
H -3.37 -4.81 -1.69 0.078
H -2.96 -6.30 -1.96 0.079
C 0.14 0.48 -11.00 -0.122
O 0.23 1.37 -9.91 -0.205
C 1.50 1.34 -9.26 -0.197
C 1.57 0.16 -8.27 -0.199
N 0.33 0.06 -7.48 -0.049
C 0.33 0.96 -6.35 -0.220
C -0.88 0.84 -5.41 -0.238
O -2.05 1.38 -5.99 -0.189
C -3.21 1.49 -5.19 -0.093
H 0.86 0.77 -11.77 0.088
H -0.88 0.48 -11.38 0.089
H 0.29 -0.58 -10.75 0.085
H 1.55 2.26 -8.68 0.115
H 2.27 1.26 -10.03 0.115
H 2.39 0.23 -7.56 0.114
H 1.69 -0.77 -8.83 0.102
H -0.44 0.21 -8.11 0.104
H 0.30 2.01 -6.65 0.125
H 1.12 0.77 -5.62 0.105
H -0.59 1.52 -4.60 0.112
H -0.96 -0.16 -4.97 0.118
H -3.46 0.53 -4.74 0.086
H -3.98 1.68 -5.93 0.090
H -3.14 2.30 -4.45 0.075
C 10.43 0.63 6.40 -0.120
O 9.18 0.95 7.01 -0.188
C 8.24 1.26 5.97 -0.244
C 6.84 1.10 6.50 -0.218
N 5.83 1.92 5.84 -0.039
C 5.90 1.79 4.38 -0.204
C 5.35 0.48 3.82 -0.254
O 3.96 0.45 4.02 -0.162
C 3.35 -0.63 3.36 -0.099
H 10.77 1.54 5.89 0.088
H 10.36 -0.23 5.74 0.085
H 11.19 0.45 7.16 0.084
H 8.35 0.60 5.10 0.114
H 8.45 2.29 5.70 0.131
H 6.97 1.37 7.56 0.119
H 6.54 0.04 6.58 0.116
H 4.93 1.66 6.23 0.108
H 6.84 2.11 3.94 0.114
H 5.20 2.56 4.05 0.111
H 5.86 -0.42 4.19 0.133
H 5.61 0.44 2.75 0.068
H 2.28 -0.46 3.24 0.067
H 3.55 -1.60 3.83 0.086
H 3.72 -0.75 2.33 0.076
C -10.01 -4.44 -1.69 -0.118
O -9.61 -3.68 -0.59 -0.210
C -10.29 -3.93 0.64 -0.216
C -10.11 -2.70 1.52 -0.207
N -8.71 -2.49 1.83 -0.051
C -8.46 -1.08 2.12 -0.198
C -6.97 -0.81 2.30 -0.211
O -6.36 -0.89 1.03 -0.214
C -4.98 -0.59 1.06 -0.099
H -9.66 -5.48 -1.61 0.087
H -9.48 -4.05 -2.56 0.088
H -11.09 -4.44 -1.86 0.087
H -9.82 -4.82 1.09 0.123
H -11.35 -4.12 0.43 0.119
H -10.69 -2.74 2.44 0.121
H -10.54 -1.93 0.85 0.118
H -8.09 -2.80 1.09 0.103
H -8.90 -0.81 3.09 0.125
H -8.81 -0.43 1.32 0.117
H -6.62 -1.56 3.02 0.101
H -6.96 0.21 2.69 0.128
H -4.50 -1.25 1.78 0.066
H -4.69 0.41 1.41 0.087
H -4.63 -0.83 0.06 0.089
C 1.79 -1.76 -3.84 -0.125
O 2.77 -2.72 -3.53 -0.187
C 2.32 -4.06 -3.64 -0.215
C 3.47 -4.95 -3.23 -0.224
N 4.54 -5.00 -4.20 -0.048
C 5.55 -6.00 -3.82 -0.211
C 6.69 -6.02 -4.81 -0.240
O 6.33 -6.66 -6.02 -0.186
C 7.36 -7.31 -6.71 -0.118
H 1.07 -1.60 -3.03 0.070
H 1.22 -2.01 -4.74 0.088
H 2.21 -0.77 -4.02 0.081
H 2.08 -4.25 -4.70 0.124
H 1.43 -4.25 -3.03 0.097
H 3.11 -5.97 -3.06 0.120
H 3.83 -4.53 -2.27 0.113
H 5.04 -4.12 -4.28 0.113
H 5.13 -7.01 -3.78 0.122
H 5.97 -5.76 -2.83 0.118
H 7.45 -6.69 -4.36 0.113
H 7.20 -5.06 -4.89 0.124
H 6.81 -7.96 -7.40 0.088
H 7.86 -8.06 -6.08 0.086
H 8.04 -6.65 -7.25 0.087
C -0.76 -3.80 5.90 -0.084
O -1.41 -5.00 5.54 -0.170
C -1.05 -5.59 4.35 -0.229
C -1.78 -5.09 3.09 -0.209
N -3.21 -5.22 3.26 -0.035
C -3.99 -4.66 2.16 -0.217
C -5.45 -4.61 2.52 -0.219
O -5.63 -3.68 3.58 -0.231
C -6.86 -3.93 4.23 -0.112
H -1.09 -3.56 6.91 0.081
H -1.13 -2.98 5.27 0.075
H 0.33 -3.88 5.87 0.092
H -1.08 -6.68 4.35 0.126
H 0.02 -5.43 4.14 0.104
H -1.44 -5.73 2.27 0.114
H -1.47 -4.06 2.85 0.094
H -3.54 -4.78 4.11 0.093
H -3.81 -5.26 1.27 0.117
H -3.68 -3.65 1.82 0.105
H -5.69 -5.63 2.82 0.127
H -6.10 -4.38 1.67 0.121
H -6.83 -4.84 4.84 0.091
H -7.66 -4.03 3.49 0.069
H -7.06 -3.16 4.97 0.091
C 4.24 8.23 -7.66 -0.105
O 3.46 8.16 -6.48 -0.202
C 3.68 6.98 -5.74 -0.240
C 2.66 6.77 -4.63 -0.233
N 1.40 6.25 -5.15 -0.056
C 0.34 6.12 -4.13 -0.191
C 0.83 5.55 -2.80 -0.233
O -0.22 5.33 -1.88 -0.150
C -0.69 6.48 -1.19 -0.232
H 5.29 8.24 -7.36 0.086
H 3.97 9.17 -8.13 0.086
H 4.00 7.40 -8.34 0.086
H 4.64 7.14 -5.23 0.124
H 3.69 6.10 -6.39 0.125
H 2.55 7.66 -4.00 0.127
H 3.10 6.05 -3.94 0.112
H 1.07 6.94 -5.83 0.106
H -0.45 5.48 -4.53 0.117
H -0.09 7.11 -3.97 0.112
H 1.55 6.26 -2.37 0.111
H 1.34 4.59 -2.84 0.114
H -1.53 6.23 -0.55 -0.026
H -1.07 7.19 -1.93 0.154
H 0.12 7.00 -0.68 0.145
C 5.49 7.37 0.71 -0.111
O 4.11 7.07 0.77 -0.187
C 3.78 6.05 1.69 -0.232
C 2.28 5.90 1.82 -0.215
N 1.89 5.10 2.98 -0.025
C 1.96 3.69 2.68 -0.203
C 1.86 2.85 3.94 -0.173
O 0.64 3.10 4.66 -0.172
C -0.43 2.28 4.21 -0.112
H 5.94 6.97 1.63 0.080
H 5.70 8.44 0.77 0.086
H 6.01 6.79 -0.06 0.085
H 4.15 6.36 2.67 0.128
H 4.28 5.09 1.49 0.104
H 1.76 5.59 0.90 0.117
H 1.92 6.91 2.03 0.107
H 0.94 5.37 3.20 0.071
H 2.91 3.48 2.18 0.096
H 1.20 3.45 1.92 0.060
H 2.64 3.18 4.63 0.126
H 1.88 1.77 3.78 0.093
H -0.52 2.34 3.12 0.049
H -1.36 2.74 4.53 0.096
H -0.22 1.23 4.45 0.086
C 1.62 2.13 -0.68 0.002
C 0.32 1.53 -0.14 -0.452
C -0.54 1.00 -1.29 -0.103
C -1.76 0.18 -0.85 -0.160
C -1.30 -0.95 0.08 -0.119
C -0.43 -0.47 1.24 -0.458
N 0.62 0.41 0.78 -0.052
O 1.53 0.71 1.81 -0.036
C -1.33 0.08 2.39 0.005
C 0.22 -1.74 1.79 -0.028
C -0.38 2.67 0.60 -0.049
H 2.22 1.39 -1.21 0.069
H 2.22 2.51 0.16 0.073
H 1.43 3.08 -1.18 0.076
H -0.91 1.88 -1.83 0.119
H 0.06 0.46 -2.03 0.104
H -2.40 -0.14 -1.68 0.106
H -2.52 0.79 -0.35 0.090
H -0.74 -1.70 -0.49 0.106
H -2.22 -1.44 0.42 0.108
H -0.71 0.53 3.17 0.035
H -1.95 0.91 2.05 0.061
H -1.81 -0.73 2.94 0.062
H 0.70 -1.58 2.76 0.078
H -0.45 -2.59 1.94 0.067
H 0.99 -2.08 1.09 0.060
H 0.13 2.92 1.53 0.032
H -1.41 2.35 0.78 0.044
H -0.44 3.60 0.03 0.092
H 2.38 0.37 1.48 0.071